Computed, not measured: a 4-piece molecular cluster, C24H65FN9O6P3S overall at a distorted geometry, with ωB97M-V with the def2-TZVPD basis set.

Values from the calculation:
**Calculated total energy**: -93054.56920 eV
**SMILES string**: O=S1(=O)CC[C@H](CCF)CO1.CN(C)P(=O)(N(C)C)N(C)C.CN(C)P(=O)(N(C)C)N(C)C.CN(C)P(=O)(N(C)C)N(C)C

Each atom is followed by the atoms it is bonded to, with distances in Å.
Geometry (Å):
1 O 2.06655 6.92504 -1.18870  S2 1.433
2 S 2.85347 6.45024 -2.28754  O1 1.433, O3 1.429, C4 1.774, O11 1.584
3 O 4.17948 6.97967 -2.35008  S2 1.429
4 C 2.92056 4.68144 -2.16602  S2 1.774, C5 1.558, H12 1.085, H13 1.086
5 C 1.61880 3.94980 -2.61057  C4 1.558, C6 1.522, H14 1.085, H15 1.090
6 C 0.58373 4.94865 -3.10727  C5 1.522, C7 1.533, C10 1.519, H16 1.090
7 C -0.66769 4.28324 -3.69014  C6 1.533, C8 1.525, H17 1.090, H18 1.091
8 C -1.75505 5.35222 -3.67757  C7 1.525, F9 1.387, H19 1.091, H20 1.091
9 F -2.96451 4.95171 -4.22473  C8 1.387
10 C 1.27936 5.75809 -4.18752  C6 1.519, O11 1.445, H21 1.093, H22 1.085
11 O 2.15304 6.78452 -3.66798  S2 1.584, C10 1.445
12 H 3.76935 4.32701 -2.74241  C4 1.085
13 H 3.13048 4.43608 -1.12960  C4 1.086
14 H 1.25222 3.29063 -1.83012  C5 1.085
15 H 1.88857 3.33009 -3.46580  C5 1.090
16 H 0.25106 5.56349 -2.27057  C6 1.090
17 H -0.50977 3.88491 -4.69256  C7 1.090
18 H -1.00136 3.47256 -3.04099  C7 1.091
19 H -1.41155 6.24519 -4.20203  C8 1.091
20 H -1.93725 5.66977 -2.65021  C8 1.091
21 H 1.88209 5.07094 -4.78614  C10 1.093
22 H 0.59923 6.23957 -4.88172  C10 1.085
23 C -3.52101 -1.69060 -2.39988  N24 1.453, H34 1.092, H35 1.098, H36 1.085
24 N -2.85412 -1.22804 -1.19434  C23 1.453, C25 1.455, P26 1.718
25 C -1.51272 -1.77749 -1.06997  N24 1.455, H37 1.096, H38 1.097, H39 1.091
26 P -2.89066 0.43479 -0.76208  N24 1.718, O27 1.497, N28 1.713, N31 1.738
27 O -2.07523 1.06316 -1.84926  P26 1.497
28 N -4.35290 1.26158 -1.09598  P26 1.713, C29 1.442, C30 1.461
29 C -5.57663 0.60495 -1.48429  N28 1.442, H40 1.098, H41 1.093, H42 1.091
30 C -4.11311 2.56313 -1.71530  N28 1.461, H43 1.096, H44 1.086, H45 1.094
31 N -3.23237 0.15576 0.91929  P26 1.738, C32 1.470, C33 1.456
32 C -2.29275 0.81750 1.83556  N31 1.470, H46 1.097, H47 1.090, H48 1.093
33 C -3.57899 -1.16633 1.42147  N31 1.456, H49 1.097, H50 1.084, H51 1.093
34 H -3.46854 -2.78107 -2.43270  C23 1.092
35 H -3.07935 -1.28991 -3.32201  C23 1.098
36 H -4.57750 -1.44226 -2.38195  C23 1.085
37 H -1.16049 -1.68862 -0.03613  C25 1.096
38 H -0.78893 -1.26899 -1.71866  C25 1.097
39 H -1.52137 -2.83938 -1.31819  C25 1.091
40 H -5.57773 0.32019 -2.54487  C29 1.098
41 H -6.42388 1.27750 -1.32455  C29 1.093
42 H -5.76802 -0.28003 -0.87475  C29 1.091
43 H -3.87904 2.48290 -2.78261  C30 1.096
44 H -3.29938 3.10249 -1.23933  C30 1.086
45 H -5.00415 3.18761 -1.60558  C30 1.094
46 H -1.30805 0.33392 1.84953  C32 1.097
47 H -2.69030 0.81763 2.85063  C32 1.090
48 H -2.15136 1.86013 1.53907  C32 1.093
49 H -2.71218 -1.83410 1.49898  C33 1.097
50 H -4.33592 -1.65963 0.82284  C33 1.084
51 H -4.00043 -1.04461 2.42223  C33 1.093
52 C 7.35659 0.48423 -0.58633  N53 1.454, H63 1.092, H64 1.098, H65 1.086
53 N 7.44263 1.87923 -0.98544  C52 1.454, C54 1.455, P55 1.724
54 C 7.19026 2.05412 -2.40746  N53 1.455, H66 1.096, H67 1.097, H68 1.090
55 P 6.66040 3.10127 -0.05438  N53 1.724, O56 1.495, N57 1.700, N60 1.745
56 O 5.21809 2.83474 -0.34177  P55 1.495
57 N 6.73253 2.88490 1.63066  P55 1.700, C58 1.447, C59 1.459
58 C 7.62400 1.95867 2.29455  N57 1.447, H69 1.097, H70 1.093, H71 1.091
59 C 5.46506 2.99144 2.34640  N57 1.459, H72 1.097, H73 1.086, H74 1.092
60 N 8.03565 4.17473 -0.09120  P55 1.745, C61 1.474, C62 1.456
61 C 7.71177 5.52775 -0.57776  N60 1.474, H75 1.096, H76 1.090, H77 1.093
62 C 9.33368 3.76048 -0.60377  N60 1.456, H78 1.097, H79 1.084, H80 1.093
63 H 7.99961 -0.10913 -1.23992  C52 1.092
64 H 6.33705 0.07853 -0.63677  C52 1.098
65 H 7.73924 0.34170 0.42015  C52 1.086
66 H 7.56646 3.02677 -2.74308  C54 1.096
67 H 6.12240 2.00131 -2.65350  C54 1.097
68 H 7.71903 1.28908 -2.97664  C54 1.090
69 H 7.24910 0.92841 2.26081  C58 1.097
70 H 7.72603 2.23737 3.34609  C58 1.093
71 H 8.62919 1.98844 1.87045  C58 1.091
72 H 4.87426 2.06762 2.30434  C59 1.097
73 H 4.85484 3.79326 1.94181  C59 1.086
74 H 5.66787 3.23053 3.39226  C59 1.092
75 H 7.52895 5.55276 -1.65807  C61 1.096
76 H 8.52469 6.21736 -0.34956  C61 1.090
77 H 6.81467 5.90213 -0.07858  C61 1.093
78 H 9.38136 3.70249 -1.69783  C62 1.097
79 H 9.63932 2.80229 -0.19850  C62 1.084
80 H 10.05734 4.50956 -0.27191  C62 1.093
81 C -5.06240 -7.07709 0.62972  N82 1.453, H92 1.093, H93 1.098, H94 1.086
82 N -4.14188 -6.65958 1.67291  C81 1.453, C83 1.454, P84 1.738
83 C -2.96978 -5.99770 1.12444  N82 1.454, H95 1.097, H96 1.098, H97 1.091
84 P -4.72694 -5.83860 3.08805  N82 1.738, O85 1.502, N86 1.698, N89 1.763
85 O -5.16947 -4.57237 2.41129  P84 1.502
86 N -6.19764 -6.42649 3.69980  P84 1.698, C87 1.446, C88 1.459
87 C -6.79394 -7.68807 3.31912  N86 1.446, H98 1.096, H99 1.093, H100 1.091
88 C -7.22299 -5.42289 3.96583  N86 1.459, H101 1.097, H102 1.086, H103 1.092
89 N -3.74199 -6.86302 4.13192  P84 1.763, C90 1.471, C91 1.457
90 C -2.90092 -6.10551 5.07123  N89 1.471, H104 1.097, H105 1.090, H106 1.094
91 C -3.00373 -8.01835 3.63993  N89 1.457, H107 1.096, H108 1.083, H109 1.094
92 H -4.51222 -7.66105 -0.11186  C81 1.093
93 H -5.55331 -6.23754 0.11912  C81 1.098
94 H -5.82698 -7.73961 1.02509  C81 1.086
95 H -2.16118 -5.98172 1.86492  C83 1.097
96 H -3.17381 -4.96143 0.82552  C83 1.098
97 H -2.60208 -6.54716 0.25673  C83 1.091
98 H -7.31377 -7.62237 2.35606  C87 1.096
99 H -7.52823 -7.98871 4.07040  C87 1.093
100 H -6.05479 -8.48949 3.27443  C87 1.091
101 H -7.77178 -5.12886 3.06282  C88 1.097
102 H -6.78839 -4.52472 4.39499  C88 1.086
103 H -7.93228 -5.82328 4.69309  C88 1.092
104 H -2.05297 -5.61826 4.57522  C90 1.097
105 H -2.51227 -6.76179 5.85059  C90 1.090
106 H -3.49488 -5.32967 5.56246  C90 1.094
107 H -2.09315 -7.76141 3.08653  C91 1.096
108 H -3.61847 -8.64962 3.00962  C91 1.083
109 H -2.71360 -8.60280 4.51812  C91 1.094